Density functional theory data (the ωB97M-V functional and the def2-TZVPD basis) for a structure of composition CH2S3.

Output
- HOMO level (alpha / beta) (eV) = -9.37 / -9.20
- energy above the lowest of the compared OMol25 structures with the same formula, charge and spin (eV) = 5.169
- LUMO energy (alpha / beta) (Ha) = -0.080 / -0.077
- gap between HOMO and LUMO (alpha / beta) (eV) = 7.2 / 7.1
- electronic energy (eV) = -33569.666
- M (g mol⁻¹) = 110.23

Geometry as ORCA input:
```
! RIJCOSX wB97M-V def2-TZVPD def2/J DEFGRID3
* xyz 0 1
C 0.048 -0.311 0.820
S 2.834 0.509 0.794
S -0.901 -1.507 0.129
S 0.225 1.271 0.129
H -1.469 -0.957 -1.067
H -0.737 0.994 -0.806
*
```


Density functional theory data (the ωB97M-V functional and the def2-TZVPD basis) for a structure of composition C45H42BCl2N8O10Ta.

Output
- HOMO level (eV) = -12.17
- energy above the lowest of the compared OMol25 structures with the same formula, charge and spin (eV) = 0.754
- LUMO energy (Ha) = -0.242
- gap between HOMO and LUMO (eV) = 5.6
- electronic energy (eV) = -107006.940
- M (g mol⁻¹) = 1117.54

Geometry as ORCA input:
```
! RIJCOSX wB97M-V def2-TZVPD def2/J DEFGRID3
* xyz 2 1
Ta 1.100 -0.975 -0.158
C -5.984 7.543 3.648
O -5.765 6.238 3.115
C -5.083 6.137 1.962
C -4.973 4.840 1.437
C -4.259 4.613 0.286
C -3.657 5.685 -0.373
C -3.847 6.978 0.091
C -4.533 7.215 1.273
N -2.920 5.596 -1.590
N -2.173 4.660 -1.899
C -1.677 3.630 -1.020
C -1.232 3.812 0.268
C -0.439 2.838 0.930
C -0.115 1.714 0.242
O 0.683 0.679 0.645
C -0.566 1.479 -1.064
N -0.172 0.285 -1.603
C -0.571 0.023 -2.839
C -1.356 0.911 -3.585
C -1.742 2.112 -3.040
C -1.351 2.424 -1.721
H -6.575 7.401 4.546
H -6.538 8.165 2.944
H -5.036 8.021 3.902
H -5.498 4.047 1.955
H -4.199 3.616 -0.129
H -3.433 7.800 -0.479
H -4.651 8.228 1.628
H -1.458 4.733 0.786
H -0.078 3.008 1.935
H -0.256 -0.921 -3.266
H -1.631 0.640 -4.595
H -2.324 2.827 -3.608
O -1.155 -6.125 -2.956
C -2.230 -5.357 -2.815
O -3.294 -5.667 -3.263
C -2.079 -4.060 -2.068
C -3.138 -3.232 -1.734
Cl -4.789 -3.523 -1.900
N -2.640 -2.118 -1.128
N -1.299 -2.192 -1.029
C -0.965 -3.343 -1.602
C 0.466 -3.703 -1.543
O 0.960 -4.747 -1.851
O 1.191 -2.695 -1.013
C -3.355 -0.981 -0.616
C -4.437 -0.463 -1.315
C -5.144 0.596 -0.767
C -4.765 1.141 0.450
C -3.648 0.650 1.111
C -2.942 -0.416 0.579
H -0.353 -5.750 -2.543
H -4.729 -0.863 -2.273
H -5.999 0.990 -1.299
H -5.345 1.943 0.885
H -3.337 1.086 2.052
H -2.101 -0.834 1.108
Cl -2.121 -5.130 2.477
C -1.389 -3.587 2.631
C -1.652 -2.762 3.710
C -1.005 -1.536 3.771
C -0.152 -1.173 2.750
N 0.083 -1.968 1.690
C -0.512 -3.164 1.645
H -2.337 -3.079 4.486
H -1.167 -0.865 4.602
H 0.364 -0.222 2.762
H -0.283 -3.823 0.826
C 3.909 0.905 -4.113
C 4.253 -0.298 -3.250
C 4.795 -1.427 -4.101
O 2.980 -0.761 -2.664
B 2.973 -0.383 -1.363
O 4.125 0.169 -0.908
C 5.123 0.048 -1.986
C 6.059 -1.070 -1.556
C 5.868 1.364 -2.079
H 3.188 0.598 -4.871
H 4.790 1.294 -4.622
H 3.465 1.709 -3.525
H 4.120 -1.607 -4.938
H 4.895 -2.352 -3.537
H 5.770 -1.160 -4.510
H 5.523 -2.008 -1.409
H 6.535 -0.793 -0.616
H 6.844 -1.235 -2.294
H 5.188 2.208 -2.160
H 6.530 1.367 -2.947
H 6.485 1.500 -1.191
O 1.676 -5.239 2.010
C 2.116 -5.013 3.342
N 3.539 -5.009 3.504
C 4.415 -3.986 3.284
O 5.602 -4.099 3.484
C 3.914 -2.644 2.793
C 4.623 -1.524 3.232
C 4.319 -0.280 2.719
C 3.329 -0.179 1.763
N 2.626 -1.251 1.344
C 2.928 -2.471 1.851
H 1.929 -6.128 1.732
H 1.702 -5.761 4.017
H 1.710 -4.039 3.617
H 4.001 -5.865 3.777
H 5.423 -1.662 3.948
H 4.859 0.604 3.023
H 3.082 0.769 1.311
H 2.397 -3.319 1.439
*
```


Density functional theory data (the ωB97M-V functional and the def2-TZVPD basis) for an isolated molecule of C2H4ClFO.

Output
- HOMO level (eV) = -11.01
- SMILES string = OC[C@H](F)Cl
- energy above the lowest of the compared OMol25 structures with the same formula, charge and spin (eV) = 0.524
- LUMO energy (Ha) = 0.029
- gap between HOMO and LUMO (eV) = 11.8
- electronic energy (eV) = -19425.374
- M (g mol⁻¹) = 98.50

Geometry as ORCA input:
```
! RIJCOSX wB97M-V def2-TZVPD def2/J DEFGRID3
* xyz 0 1
O -0.975 -1.055 1.602
C -0.344 -1.147 0.244
C -0.378 0.149 -0.499
F -0.281 -0.071 -1.799
Cl 1.049 1.136 0.228
H -1.578 -1.746 1.611
H 0.617 -1.574 0.281
H -0.967 -1.760 -0.425
H -1.257 0.832 -0.452
*
```


Among the records above, which one has the highest energy above the lowest of the compared OMol25 structures with the same formula, charge and spin? CH2S3


The lowest M belongs to which entry? C2H4ClFO


What did the first record say?
Density functional theory data (the ωB97M-V functional and the def2-TZVPD basis) for a structure of composition CH2S3.

Output
- HOMO level (alpha / beta) (eV) = -9.37 / -9.20
- energy above the lowest of the compared OMol25 structures with the same formula, charge and spin (eV) = 5.169
- LUMO energy (alpha / beta) (Ha) = -0.080 / -0.077
- gap between HOMO and LUMO (alpha / beta) (eV) = 7.2 / 7.1
- electronic energy (eV) = -33569.666
- M (g mol⁻¹) = 110.23

Geometry as ORCA input:
```
! RIJCOSX wB97M-V def2-TZVPD def2/J DEFGRID3
* xyz 0 1
C 0.048 -0.311 0.820
S 2.834 0.509 0.794
S -0.901 -1.507 0.129
S 0.225 1.271 0.129
H -1.469 -0.957 -1.067
H -0.737 0.994 -0.806
*
```